1.
ORCA calculation (the ωB97M-V functional and the def2-TZVPD basis) on a 3-piece molecular cluster, C2H7N4O2 overall.

ORCA input file:
```
! wB97M-V def2-TZVPD RIJCOSX def2/J DEFGRID3
* xyz 1 1
C -1.274 -1.312 0.129
C -0.359 0.731 0.420
N -1.426 1.450 0.320
N 0.765 0.982 0.800
N -2.516 -1.010 -0.068
N 3.181 0.588 -0.513
O -2.508 1.168 -0.221
O 1.927 0.526 0.995
H -0.653 -1.367 -0.739
H -0.940 -1.738 1.041
H -3.172 -0.896 0.768
H -2.902 -1.091 -1.020
H 4.023 0.368 0.012
H 3.300 1.596 -0.879
H 2.553 0.006 -1.047
*
```

2.
ORCA calculation (the ωB97M-V functional and the def2-TZVPD basis) on one molecule with the formula C2H7N5.

ORCA input file:
```
! wB97M-V def2-TZVPD RIJCOSX def2/J DEFGRID3
* xyz 0 1
H 0.239 1.840 -0.043
N 1.169 1.285 -0.654
C 1.753 0.122 -0.239
N 0.928 -0.532 0.625
N -0.242 -0.049 1.224
C -1.176 -0.170 0.278
N -0.993 -1.193 -0.623
N -2.164 0.861 -0.144
H -2.169 1.753 0.538
H 2.793 -0.480 -0.742
H 1.430 -1.611 0.985
H 0.088 1.008 1.511
H 0.083 -1.679 -1.062
H -1.738 -1.156 -1.652
*
```

3.
ORCA calculation (the ωB97M-V functional and the def2-TZVPD basis) on one molecule with the formula C2H7N5O.

ORCA input file:
```
! wB97M-V def2-TZVPD RIJCOSX def2/J DEFGRID3
* xyz 0 1
H -2.186 1.682 -0.278
N -2.299 0.656 -0.094
C -1.317 -0.128 -0.070
N -1.460 -1.472 0.027
N 0.045 0.444 0.057
N 0.178 1.752 0.173
C 1.177 -0.303 0.066
N 2.404 0.316 -0.282
O 1.110 -1.544 0.100
H -0.665 -2.104 -0.006
H -2.387 -1.730 -0.139
H -0.635 2.011 0.792
H -0.032 2.281 -0.685
H 2.548 1.164 0.430
H 3.241 -0.236 -0.062
*
```

4.
ORCA calculation (the ωB97M-V functional and the def2-TZVPD basis) on a 2-piece molecular cluster, C2H7NO overall.

ORCA input file:
```
! wB97M-V def2-TZVPD RIJCOSX def2/J DEFGRID3
* xyz -1 2
C 1.310 -0.899 -0.125
C -0.487 -0.433 1.447
N 0.080 -0.273 0.337
H 1.788 -1.622 0.546
H 2.031 -0.088 -0.224
H 1.058 -1.300 -1.108
H -1.453 0.065 1.573
H -0.076 -0.927 2.328
H -1.431 1.683 -2.344
H -1.153 1.645 -0.890
O -1.668 2.149 -1.540
*
```

5.
ORCA calculation (the ωB97M-V functional and the def2-TZVPD basis) on a 2-piece molecular cluster, C2H7NO overall.

ORCA input file:
```
! wB97M-V def2-TZVPD RIJCOSX def2/J DEFGRID3
* xyz 0 1
N -1.793 -0.566 -0.859
O -1.259 0.014 -1.788
H -1.062 -1.259 -0.349
C 1.194 -0.329 0.677
C 1.444 0.888 1.570
H 2.043 -0.945 0.765
H 0.324 -0.891 1.055
H 0.942 -0.134 -0.286
H 1.578 0.697 2.700
H 0.628 1.562 1.629
H 2.337 1.467 1.320
*
```

6.
ORCA calculation (the ωB97M-V functional and the def2-TZVPD basis) on one molecule with the formula C2H7NO.

ORCA input file:
```
! wB97M-V def2-TZVPD RIJCOSX def2/J DEFGRID3
* xyz 0 1
N -1.460 -0.450 -0.181
C -0.030 -0.617 -0.395
C 0.826 0.599 -0.059
O 0.712 0.665 1.376
H -1.915 0.095 -1.019
H -1.650 0.135 0.753
H -0.101 -0.963 -1.481
H 0.320 -1.525 0.203
H 0.390 1.587 -0.456
H 1.826 0.670 -0.455
H 1.082 -0.196 1.715
*
```

7.
ORCA calculation (the ωB97M-V functional and the def2-TZVPD basis) on a 2-piece molecular cluster, C2H7NO overall.

ORCA input file:
```
! wB97M-V def2-TZVPD RIJCOSX def2/J DEFGRID3
* xyz 1 2
N -0.372 2.719 4.008
H -0.756 2.416 3.127
H 0.628 2.622 4.100
H -0.730 3.610 4.337
O 1.292 -1.930 -0.887
C 0.407 -2.221 -1.658
C -0.018 -1.239 -2.652
H 0.026 -3.258 -1.572
H -0.944 -0.702 -2.392
H -0.132 -1.666 -3.649
H 0.598 -0.350 -2.762
*
```

8.
ORCA calculation (the ωB97M-V functional and the def2-TZVPD basis) on a 2-piece molecular cluster, C2H7NO2 overall.

ORCA input file:
```
! wB97M-V def2-TZVPD RIJCOSX def2/J DEFGRID3
* xyz 0 1
C 0.057 -0.705 -1.785
C -0.890 0.263 -1.103
N -0.963 0.434 0.266
O -1.468 0.910 -1.908
H -0.277 -1.118 -2.777
H 0.377 -1.514 -1.083
H 0.971 -0.327 -2.128
H -0.261 0.063 0.860
H -1.605 0.984 0.848
O 0.968 0.351 3.022
H 1.490 1.151 2.810
H 1.601 -0.492 2.977
*
```

Quick rundown of max |F|, same order as above: 0.1427; 0.1879; 0.0923; 0.0251; 0.0749; 0.0733; 0.0457; 0.0714 hartree/bohr
Quick rundown of relative energy (zero: lowest compared OMol25 entry of this formula, charge and spin), same order as above: 904.37; 822.74; 30.81; 67.27; 338.60; 130.36; 223.65; 125.23 kJ/mol
Quick rundown of total energy, same order as above: -12226.6740; -9629.5116; -11684.8886; -5722.7292; -5721.7322; -5723.8904; -5714.1932; -7772.2278 eV